*w*
Here is a structure of composition C10H17N3O3Pd from the Open Molecules 2025 dataset. Energies are from ωB97M-V/def2-TZVPD.

Output
**Orbital gap**: 0.30104 hartree

Structure (ORCA input):
```
! RIJCOSX wB97M-V def2-TZVPD def2/J DEFGRID3
* xyz 2 1
Pd -0.00911 -0.09173 -0.02100
O -0.14775 1.59474 1.27414
C -0.15069 1.23797 2.70283
C -1.57278 1.01795 3.18177
C -2.38784 0.16756 2.19894
C -1.84878 -1.22949 2.07061
C -2.31867 -2.23099 2.90514
C -1.86658 -3.53070 2.76801
C -0.93798 -3.80510 1.77826
C -0.48058 -2.77322 0.99086
N -0.91438 -1.50454 1.13075
H -0.75531 2.34073 1.16648
H 0.35737 2.02578 3.25656
H 0.45394 0.33399 2.76046
H -2.08283 1.97279 3.32837
H -1.51412 0.54279 4.16300
H -2.38988 0.63007 1.20828
H -3.43180 0.13682 2.50502
H -3.06077 -1.97826 3.65009
H -2.23949 -4.31511 3.41258
H -0.56289 -4.80420 1.61159
H 0.25906 -2.95449 0.22464
C 2.82003 -1.37776 -4.11112
O 1.91054 -1.81356 -3.05863
C 1.42668 -0.98611 -2.20637
O 0.65649 -1.44097 -1.31912
N 1.73489 0.33418 -2.23717
N 1.13829 1.16549 -1.25904
H 3.05741 -2.28030 -4.66154
H 3.72316 -0.96445 -3.66414
H 2.30991 -0.66962 -4.76291
H 2.33257 0.75158 -2.93612
H 0.55171 1.86394 -1.71561
H 1.85736 1.64064 -0.71267
*
```

---

*x*
Here is a structure of composition C10H17N3O3Pd from the Open Molecules 2025 dataset. Energies are from ωB97M-V/def2-TZVPD.

Output
**Orbital gap (alpha / beta)**: 0.22946 / 0.23600 hartree

Structure (ORCA input):
```
! RIJCOSX wB97M-V def2-TZVPD def2/J DEFGRID3
* xyz 2 1
Pd 0.36445 -0.65441 -0.37170
O 2.61345 -0.94021 0.13760
C 2.80075 0.10999 1.09660
C 3.21485 1.43229 0.45890
C 2.28685 1.84709 -0.69610
C 0.95595 2.38819 -0.24730
C 0.76825 3.73719 0.04900
C -0.50635 4.19759 0.33180
C -1.57065 3.30749 0.32970
C -1.30375 1.96549 0.10320
N -0.07565 1.54239 -0.17820
H 3.44415 -1.05641 -0.35320
H 3.55275 -0.20361 1.82700
H 1.83295 0.20879 1.61570
H 4.22935 1.35119 0.06680
H 3.22595 2.19479 1.23680
H 2.11795 0.97969 -1.36570
H 2.78235 2.62269 -1.27910
H 1.61755 4.40249 0.02590
H -0.67525 5.24449 0.54020
H -2.58255 3.63299 0.50980
H -2.08715 1.21529 0.15440
C -4.15445 -3.74831 -0.26790
O -3.52575 -2.46461 -0.33290
C -2.24375 -2.27981 -0.35950
O -1.82595 -1.11031 -0.37890
N -1.38695 -3.33601 -0.35470
N 0.00795 -3.10331 -0.38260
H -5.22255 -3.53311 -0.26390
H -3.89575 -4.26651 0.65810
H -3.92185 -4.35331 -1.14700
H -1.72135 -4.29541 -0.36200
H 0.42555 -3.49901 -1.23200
H 0.45875 -3.53571 0.43120
*
```

---

In order of decreasing stability: *w*, *x*.

---

*w*
Here is a cluster of 9 separate species, H19O9 in total from the Open Molecules 2025 dataset. Energies are from ωB97M-V/def2-TZVPD.

Output
**Orbital gap**: 0.40208 hartree

Structure (ORCA input):
```
! RIJCOSX wB97M-V def2-TZVPD def2/J DEFGRID3
* xyz 1 1
O -1.78231 0.06667 1.61001
H -1.81756 -0.45370 0.24050
H 0.84443 -0.09708 -3.11600
O 1.24989 -2.55233 -1.44942
H 1.94678 -3.02708 -0.98436
O 2.15718 0.58473 3.08866
H 3.17997 1.87140 -0.10956
H 1.56374 -0.17459 3.14359
O 2.86293 2.29357 -0.91282
H 1.93886 1.01688 3.92447
H 1.62150 -2.27312 -2.25428
O -1.25828 -0.98629 -0.51205
H -0.00400 2.50312 -0.05117
H -0.41807 -0.66797 -0.88406
O 0.40161 1.81429 0.46441
H 1.17472 1.46474 0.00955
H -1.11940 -1.89454 -0.13749
O -2.19980 2.43946 0.48250
H -1.15134 0.77624 1.33089
H -1.73604 3.24670 0.71928
O -1.32759 -3.52638 0.41399
H 2.93145 1.64830 -1.61156
H -2.94923 2.82624 0.01218
O 0.11981 0.18430 -2.54868
H -0.91278 -4.05096 -0.27637
H -2.15104 -3.88629 0.74068
H -2.50145 0.69884 1.77134
H -0.66399 0.15482 -3.10421
*
```

---

*x*
Here is a structure of composition H19O9 from the Open Molecules 2025 dataset. Energies are from ωB97M-V/def2-TZVPD.

Output
**Orbital gap**: 0.42988 hartree

Structure (ORCA input):
```
! RIJCOSX wB97M-V def2-TZVPD def2/J DEFGRID3
* xyz 1 1
O 0.46224 -3.03405 1.09146
H 0.73844 -3.92036 0.83460
H 1.19882 -2.45352 0.79010
O -1.50283 0.37514 1.86602
H -1.55706 2.19454 0.55751
O 2.20514 -1.18876 0.13376
H 2.12804 -0.38525 0.67558
H 1.91837 -0.86715 -0.73244
O -1.73786 -1.85103 0.42248
H -0.90287 -2.37352 0.65806
H -2.48359 -2.45418 0.49937
O -1.46502 2.49973 -0.37763
H 0.16378 2.54788 -0.71845
H -1.98853 3.29822 -0.50883
O -1.41483 -0.43044 -1.86407
H -1.57595 -1.11337 -1.15367
H -1.77872 0.39868 -1.49506
O 1.49376 1.16034 1.43357
H 2.04794 1.51896 2.14315
H 0.60082 1.02817 1.83148
O 1.01771 0.10820 -1.97846
H -0.02828 -0.13923 -1.97464
H 1.29980 0.08578 -2.90366
O 1.13918 2.33072 -0.87718
H 1.40148 2.04960 0.07426
H 1.11573 1.30292 -1.47032
H -1.57991 -0.50773 1.43247
H -2.04423 0.42983 2.65823
*
```

---

*y*
Here is a structure of composition H19O9 from the Open Molecules 2025 dataset. Energies are from ωB97M-V/def2-TZVPD.

Output
**Orbital gap**: 0.35599 hartree

Structure (ORCA input):
```
! RIJCOSX wB97M-V def2-TZVPD def2/J DEFGRID3
* xyz 1 1
O -0.45277 -2.07746 -2.44237
H 2.80046 -3.55900 -0.87282
H -2.00971 -0.89479 -1.54860
O -0.38414 3.87549 -1.02116
H -1.50432 3.03607 -0.63730
O 1.58301 -2.94734 2.58361
H 2.32120 3.46817 0.47577
H 1.37101 -2.54429 3.38652
O -0.62748 -0.31934 0.62991
H 1.34878 -2.35798 1.87800
H -0.01399 3.36231 -1.85464
O -2.20165 1.96481 -0.61835
H 3.17455 -2.75289 0.24020
H -1.78867 1.04539 -1.14657
O 2.40852 -2.93852 -0.24727
H -0.93316 -1.20033 1.18751
H -3.16417 1.78898 -0.73878
O 0.72772 -0.35359 3.45964
H -0.74704 -2.08454 -3.36471
H 0.13426 -0.34864 2.68417
O 1.55833 2.85105 0.61473
H -1.32821 -0.30199 -0.06096
H 0.16911 -0.15683 4.01533
O -2.20558 -0.04092 -2.03000
H 1.48335 2.18201 1.25045
H 0.46817 3.59486 -0.29466
H 0.50664 -2.37429 -2.61224
H -2.69422 0.08358 -2.91539
*
```

---

*z*
Here is a cluster of 9 separate species, H19O9 in total from the Open Molecules 2025 dataset. Energies are from ωB97M-V/def2-TZVPD.

Output
**Orbital gap**: 0.41721 hartree

Structure (ORCA input):
```
! RIJCOSX wB97M-V def2-TZVPD def2/J DEFGRID3
* xyz 1 1
O -0.72207 0.10696 -0.32421
H 0.15893 -0.18804 0.02879
H -1.26607 0.34696 0.37979
H -0.27407 0.98196 -0.57221
O -0.99307 2.89896 0.41779
H -1.86907 2.70196 0.77179
H -0.87907 3.54296 -0.22521
O 0.16393 -1.15404 3.78979
H 0.42993 -0.87804 2.93079
H 0.93193 -1.13904 4.30079
O -1.32507 1.47896 -2.66321
H -1.20807 2.32896 -3.02921
H -1.27907 0.70096 -3.27821
O 1.66693 1.17496 -1.53421
H 1.94293 0.38796 -1.75421
H 1.64493 1.74896 -2.34421
O 1.73593 -1.34704 -1.95221
H 0.82593 -1.46504 -1.66321
H 2.50693 -1.90804 -1.85521
O -0.06307 -2.97704 -0.75021
H 0.24693 -3.92804 -0.83021
H -0.90807 -3.04004 -0.49721
O 1.39593 -0.53804 1.31279
H 1.90093 -1.36404 1.17679
H 2.17093 -0.02304 1.46679
O -2.22107 0.54696 1.89379
H -1.75307 0.82396 2.71679
H -2.96207 0.17796 2.08679
*
```

---

In order of decreasing stability: *x*, *w*, *z*, *y*.

---

*w*
Here is an isolated molecule of C7H4 from the Open Molecules 2025 dataset. Energies are from ωB97M-V/def2-TZVPD.

Output
**Orbital gap**: 0.35442 hartree

Structure (ORCA input):
```
! RIJCOSX wB97M-V def2-TZVPD def2/J DEFGRID3
* xyz 0 1
C 0.55736 -0.71915 -1.94153
C 0.55352 0.22491 -0.85758
C -0.71362 -1.54746 0.31842
C -0.58944 -0.43745 1.16719
C -0.12151 -1.20126 -0.86999
C 0.14931 0.49052 0.47449
C 0.65496 1.63199 -0.26939
H -1.17175 -2.49339 0.52939
H -0.95612 -0.33915 2.17527
H 1.66464 1.98937 -0.09797
H -0.02734 2.40108 -0.62829
*
```

---

*x*
Here is an isolated molecule of C7H4 from the Open Molecules 2025 dataset. Energies are from ωB97M-V/def2-TZVPD.

Output
**Orbital gap (alpha / beta)**: 0.27330 / 0.24596 hartree
**SMILES string**: C1=CC2C3=C2C3=C1

Structure (ORCA input):
```
! RIJCOSX wB97M-V def2-TZVPD def2/J DEFGRID3
* xyz 0 1
C -0.73089 0.60131 -0.77986
C 0.61084 0.07645 -0.86257
C 1.27004 -0.47944 0.29891
C 0.62823 -0.24704 1.61755
C 0.17533 -1.61771 0.64202
C -0.64379 -0.52112 1.11152
C -1.45938 0.38732 0.35220
H -1.06304 1.28506 -1.54643
H 1.17070 0.18130 -1.77926
H 2.34391 -0.63470 0.26223
H -2.30194 0.96856 0.68368
*
```

---

In order of decreasing stability: *w*, *x*.

---

*w*
Here is an isolated molecule of C3H11NO2Si from the Open Molecules 2025 dataset. Energies are from ωB97M-V/def2-TZVPD.

Output
**Orbital gap**: 0.35082 hartree
**SMILES string**: CNO[Si](C)(C)O

Structure (ORCA input):
```
! RIJCOSX wB97M-V def2-TZVPD def2/J DEFGRID3
* xyz 0 1
C -1.52870 -0.68047 -2.01348
N -0.10456 -0.92548 -1.98846
O 0.37118 -1.02328 -0.65601
Si 0.54208 0.19655 0.42173
C 2.03586 -0.29928 1.47266
C -0.99161 0.47998 1.51788
O 0.81694 1.53099 -0.50206
H -2.02146 -1.49010 -1.47734
H -1.81549 0.27605 -1.55884
H -1.84201 -0.69667 -3.05564
H 0.38110 -0.12753 -2.39766
H 2.93948 -0.35931 0.87498
H 2.20718 0.41938 2.26793
H 1.88341 -1.26803 1.93356
H -1.82305 0.90859 0.96417
H -1.33722 -0.45313 1.95093
H -0.76823 1.15340 2.34093
H 1.05511 2.35832 -0.09529
*
```

---

*x*
Here is a cluster of 2 separate species, C3H11NO2Si in total from the Open Molecules 2025 dataset. Energies are from ωB97M-V/def2-TZVPD.

Output
**Orbital gap (alpha / beta)**: 0.31551 / 0.31598 hartree

Structure (ORCA input):
```
! RIJCOSX wB97M-V def2-TZVPD def2/J DEFGRID3
* xyz 0 1
C -1.89895 1.18135 0.39201
C -0.07769 -0.03730 -1.83291
C -0.69945 -1.68161 0.72435
N 2.65041 0.46145 0.63520
O 3.15660 -0.35355 -0.16304
O 0.79615 0.85483 0.82678
Si -0.36870 0.07446 0.04946
H -1.67968 2.22295 0.19694
H -2.71618 0.87058 -0.24687
H -2.20362 1.08254 1.42699
H 0.98278 -0.14623 -2.03939
H -0.58013 -0.89725 -2.26688
H -0.42587 0.84950 -2.35440
H -1.61440 -1.72674 1.30845
H -0.78783 -2.41270 -0.07414
H 0.11209 -2.00857 1.36760
H 2.61132 0.20399 1.62851
H 2.74315 1.46230 0.42132
*
```

---

In order of decreasing stability: *w*, *x*.

---

*w*
Here is an isolated molecule of C17H17N3O5S from the Open Molecules 2025 dataset. Energies are from ωB97M-V/def2-TZVPD.

Output
**Orbital gap**: 0.32575 hartree
**SMILES string**: COc1ccc(OCc2nnc(SCC(=O)NCc3ccco3)o2)cc1

Structure (ORCA input):
```
! RIJCOSX wB97M-V def2-TZVPD def2/J DEFGRID3
* xyz 0 1
C 7.94182 0.73701 0.38835
O 6.99489 -0.30062 0.31587
C 5.68261 0.02899 0.14693
C 5.18951 1.32592 0.03935
C 3.83520 1.53929 -0.12956
C 2.94556 0.47272 -0.19548
O 1.62453 0.80746 -0.36471
C 0.68206 -0.23511 -0.41846
C -0.66232 0.37315 -0.57827
N -1.49711 0.17382 -1.53939
N -2.59516 0.90928 -1.27952
C -2.37018 1.52720 -0.15413
S -3.40423 2.61149 0.69061
C -4.94356 2.39278 -0.27432
C -5.54182 1.03225 0.08065
O -6.26013 0.87873 1.04223
N -5.18790 0.04987 -0.77446
C -5.30483 -1.34525 -0.38238
C -4.00203 -1.80999 0.18597
C -3.36007 -1.46211 1.33996
C -2.10722 -2.12094 1.30724
C -2.08119 -2.81295 0.13591
O -3.21911 -2.62597 -0.54955
O -1.15786 1.23040 0.34790
C 3.43409 -0.82380 -0.08955
C 4.78860 -1.03665 0.07998
H 8.90516 0.24719 0.52130
H 7.96199 1.32894 -0.53252
H 7.75182 1.39694 1.24111
H 5.84704 2.17908 0.08554
H 3.44473 2.54083 -0.21326
H 0.85280 -0.89617 -1.27772
H 0.69769 -0.82556 0.51050
H -4.70511 2.49881 -1.32964
H -5.59986 3.19096 0.06816
H -4.45015 0.25041 -1.44425
H -5.56204 -1.94757 -1.25544
H -6.09821 -1.40352 0.36678
H -3.73977 -0.82534 2.11310
H -1.34366 -2.08593 2.05752
H -1.34140 -3.44986 -0.30621
H 2.77691 -1.67746 -0.13919
H 5.17792 -2.03872 0.16307
*
```

---

*x*
Here is an isolated molecule of C17H17N3O5S from the Open Molecules 2025 dataset. Energies are from ωB97M-V/def2-TZVPD.

Output
**Orbital gap**: 0.32087 hartree
**SMILES string**: Cc1ccccc1NC(=O)CCNS(=O)(=O)c1ccc2[nH]c(=O)oc2c1

Structure (ORCA input):
```
! RIJCOSX wB97M-V def2-TZVPD def2/J DEFGRID3
* xyz 0 1
C -2.68181 -1.00400 2.21826
C -3.22657 -1.31736 0.85610
C -3.87081 -2.52252 0.62169
C -4.41529 -2.82468 -0.61489
C -4.32146 -1.90611 -1.64385
C -3.67647 -0.69970 -1.44017
C -3.12567 -0.39858 -0.19935
N -2.43984 0.80576 0.03114
C -2.46568 1.94396 -0.70797
O -3.11749 2.11090 -1.71725
C -1.52891 3.02502 -0.17581
C -0.18777 2.94777 -0.91963
N 0.50068 1.68402 -0.72610
S 1.03476 1.38721 0.83355
O 1.44562 2.62716 1.40922
O 0.05879 0.59733 1.54780
C 2.45539 0.36278 0.49204
C 2.32087 -1.01383 0.52402
C 3.39598 -1.84066 0.22885
C 4.58933 -1.22412 -0.09799
N 5.83247 -1.69988 -0.43812
C 6.68941 -0.63736 -0.66873
O 7.83730 -0.69452 -0.98298
O 5.98140 0.51217 -0.47278
C 4.70858 0.17774 -0.12602
C 3.64389 0.99935 0.16779
H -3.19440 -0.13983 2.64183
H -1.61604 -0.77786 2.18651
H -2.83250 -1.84861 2.88584
H -3.95401 -3.23648 1.42896
H -4.91496 -3.76943 -0.76857
H -4.74785 -2.12496 -2.61121
H -3.60818 0.02072 -2.23775
H -1.83743 0.79441 0.84712
H -1.35053 2.91525 0.89439
H -1.98167 3.99699 -0.37319
H 0.48725 3.71766 -0.54324
H -0.34262 3.08813 -1.99182
H -0.03643 0.89766 -1.06446
H 1.36468 -1.42882 0.79914
H 3.30441 -2.91391 0.25531
H 6.11437 -2.66200 -0.51494
H 3.70921 2.07325 0.16724
*
```

---

In order of decreasing stability: *x*, *w*.

---

*w*
Here is a cluster of 2 separate species, C11H17N4 in total from the Open Molecules 2025 dataset. Energies are from ωB97M-V/def2-TZVPD.

Output
**Orbital gap (alpha / beta)**: 0.20632 / 0.20605 hartree

Structure (ORCA input):
```
! RIJCOSX wB97M-V def2-TZVPD def2/J DEFGRID3
* xyz 1 1
C 3.61022 0.67955 -0.51223
C 2.49388 1.48192 -0.16987
C 2.44957 -0.49363 0.91349
C -2.83788 0.25863 1.18197
C -2.81886 1.51867 0.52921
C -2.10067 -0.77165 0.72326
C -1.93760 1.75786 -0.48962
C -1.35143 -0.67304 -0.56555
C -1.06932 0.75100 -0.94904
C -0.31542 -2.88152 -0.16801
C 0.61594 1.10363 1.27858
N 3.59781 -0.46487 0.08066
N 1.75201 0.79137 0.70604
N -0.12208 1.01194 -1.84768
N -0.18668 -1.53418 -0.70387
H 4.39656 0.95330 -1.18926
H 2.25905 2.48258 -0.46825
H 2.74901 -0.59454 1.96137
H -3.43956 0.14051 2.06857
H -3.46487 2.30497 0.88532
H -2.12704 -1.72821 1.21480
H -1.84217 2.74554 -0.91483
H -2.13553 -0.97466 -1.30668
H 0.51922 -3.47272 -0.53769
H -0.25666 -2.85514 0.92009
H -1.24596 -3.37613 -0.46510
H 0.17656 0.42138 1.97858
H 0.23202 2.10247 1.19542
H -0.00765 1.94586 -2.21050
H 0.56173 0.31863 -2.10537
H 0.04724 -1.61883 -1.68856
H 1.79858 -1.33069 0.65476
*
```

---

*x*
Here is a cluster of 2 separate species, C11H17N4 in total from the Open Molecules 2025 dataset. Energies are from ωB97M-V/def2-TZVPD.

Output
**Orbital gap**: 0.30645 hartree

Structure (ORCA input):
```
! RIJCOSX wB97M-V def2-TZVPD def2/J DEFGRID3
* xyz 1 1
C -1.83039 -0.79267 -0.84075
C -2.13857 -0.54665 1.58900
N -2.21522 -0.01401 0.36460
N -1.14115 -1.39382 1.97118
N -3.26427 -0.08838 2.40959
H -2.76480 0.87942 0.19548
H -0.40100 -1.71354 1.32189
H -1.13843 -1.78455 2.96094
H -4.19710 0.18807 2.10820
H -3.31329 -0.23828 3.47876
H -1.55144 -0.24259 -1.82054
H -2.62128 -1.55588 -1.04817
H -0.95916 -1.47706 -0.58025
C 2.10356 -0.54527 -3.08307
C 1.21730 0.09734 0.44505
C 1.37351 0.57995 -0.86005
C 2.01523 -0.49141 -1.64649
C 2.16793 -1.52467 -0.76415
C 0.89615 1.01766 1.51243
C 0.59367 2.32937 1.24972
C 1.04379 1.92155 -1.19978
C 0.62631 2.79570 -0.20010
N 1.58897 -1.26433 0.51788
H 1.97877 -1.62126 1.53729
H 0.95942 0.70525 2.54086
H 2.64918 -2.47252 -0.76856
H 0.47794 3.16950 1.97100
H 0.91257 2.14400 -2.30255
H 0.99206 -0.69485 -3.48710
H 2.70844 -1.42482 -3.42899
H 0.62506 3.76479 -0.51331
H 2.60621 0.29398 -3.63003
*
```

---

In order of decreasing stability: *x*, *w*.